ORCA calculation (ωB97M-V/def2-TZVPD) on a structure of composition C28H76AsF6N12O12Tl.

Last column: Löwdin charge in e.
Atoms and positions in Å:
Tl (-22.601, 2.403, -20.085)  1.101
As (-20.785, 6.706, -19.855)  1.017
F (-21.987, 7.429, -18.702)  -0.291
F (-19.694, 6.384, -18.512)  -0.257
F (-19.689, 5.972, -21.005)  -0.252
F (-21.999, 7.086, -21.206)  -0.281
F (-20.066, 8.370, -20.192)  -0.290
F (-21.451, 4.989, -19.659)  -0.342
C (-16.528, 7.677, -16.782)  -0.092
O (-16.518, 6.790, -15.682)  -0.183
C (-17.229, 5.603, -15.912)  -0.209
C (-17.502, 4.974, -14.553)  -0.143
N (-18.762, 5.291, -13.815)  -0.011
C (-18.651, 5.034, -12.378)  -0.129
C (-18.744, 3.498, -12.114)  -0.188
O (-18.664, 3.135, -10.748)  -0.203
C (-18.682, 1.730, -10.389)  -0.058
H (-16.051, 7.305, -17.688)  0.075
H (-16.116, 8.669, -16.597)  0.102
H (-17.516, 7.989, -17.122)  0.070
H (-16.686, 4.911, -16.555)  0.113
H (-18.163, 5.687, -16.467)  0.102
H (-16.608, 4.960, -13.929)  0.133
H (-17.590, 3.914, -14.790)  0.119
H (-18.980, 6.270, -13.943)  0.067
H (-19.441, 5.574, -11.856)  0.133
H (-17.625, 5.323, -12.151)  0.124
H (-17.981, 2.925, -12.640)  0.125
H (-19.795, 3.265, -12.281)  0.131
H (-17.806, 1.282, -10.858)  0.081
H (-19.527, 1.198, -10.827)  0.088
H (-18.569, 1.596, -9.313)  0.097
C (-18.661, 16.467, -16.922)  -0.156
O (-18.966, 15.847, -18.069)  -0.152
C (-19.525, 14.577, -17.837)  -0.194
C (-19.761, 13.789, -19.172)  -0.166
N (-20.181, 12.456, -18.949)  0.002
C (-20.028, 11.529, -20.057)  -0.111
C (-21.205, 11.626, -21.213)  -0.105
O (-22.512, 11.624, -20.593)  -0.151
C (-22.861, 10.352, -20.106)  -0.095
H (-18.286, 15.788, -16.155)  0.088
H (-19.572, 16.928, -16.540)  0.101
H (-17.887, 17.232, -16.989)  0.103
H (-20.472, 14.750, -17.325)  0.125
H (-18.931, 14.032, -17.103)  0.117
H (-18.764, 13.663, -19.594)  0.125
H (-20.317, 14.397, -19.886)  0.147
H (-21.133, 12.483, -18.612)  0.132
H (-20.259, 10.527, -19.696)  0.076
H (-18.986, 11.650, -20.351)  0.124
H (-20.964, 10.752, -21.818)  0.088
H (-21.190, 12.440, -21.937)  0.130
H (-22.710, 9.616, -20.897)  0.081
H (-23.888, 10.417, -19.748)  0.104
H (-22.238, 10.031, -19.272)  0.068
C (-14.629, 7.681, -20.465)  -0.146
O (-14.841, 7.414, -21.777)  -0.167
C (-16.235, 7.300, -22.009)  -0.199
C (-16.435, 7.291, -23.529)  -0.134
N (-16.675, 8.634, -24.087)  0.061
C (-17.740, 9.488, -23.483)  -0.122
C (-18.990, 8.714, -23.147)  -0.263
O (-19.785, 8.657, -24.258)  -0.136
C (-21.136, 8.314, -24.030)  -0.070
H (-14.840, 8.735, -20.286)  0.098
H (-13.547, 7.552, -20.413)  0.107
H (-15.115, 7.001, -19.765)  0.075
H (-16.841, 8.029, -21.471)  0.117
H (-16.485, 6.288, -21.692)  0.132
H (-17.251, 6.648, -23.860)  0.115
H (-15.491, 6.928, -23.935)  0.136
H (-15.789, 9.109, -24.179)  0.133
H (-17.921, 10.265, -24.225)  0.139
H (-17.398, 9.999, -22.583)  0.124
H (-19.519, 9.248, -22.358)  0.095
H (-18.873, 7.715, -22.727)  0.105
H (-21.833, 8.758, -23.320)  0.087
H (-20.997, 7.234, -23.976)  0.083
H (-21.672, 8.388, -24.976)  0.097
C (-15.080, 7.879, -12.729)  -0.054
O (-16.467, 7.863, -13.106)  -0.241
C (-17.335, 8.927, -12.775)  -0.189
C (-18.786, 8.664, -13.134)  -0.133
N (-18.867, 8.232, -14.532)  0.059
C (-19.725, 9.051, -15.548)  -0.084
C (-21.038, 9.686, -14.994)  -0.197
O (-22.014, 8.717, -14.650)  -0.169
C (-22.987, 8.288, -15.587)  -0.093
H (-14.615, 8.492, -13.502)  0.092
H (-14.672, 6.882, -12.892)  0.088
H (-14.799, 8.150, -11.712)  0.097
H (-16.889, 9.870, -13.092)  0.133
H (-17.155, 8.911, -11.700)  0.131
H (-19.408, 9.544, -12.970)  0.123
H (-19.206, 7.906, -12.472)  0.120
H (-17.940, 8.091, -14.909)  0.067
H (-19.960, 8.552, -16.488)  0.101
H (-19.007, 9.784, -15.916)  0.122
H (-21.402, 10.334, -15.790)  0.119
H (-20.780, 10.418, -14.229)  0.115
H (-23.279, 7.281, -15.290)  0.095
H (-22.541, 8.077, -16.559)  0.043
H (-23.788, 8.990, -15.818)  0.097
C (-25.096, 5.642, -19.545)  -0.783
O (-24.442, 4.648, -19.514)  -0.057
N (-24.791, 6.709, -18.801)  0.168
N (-25.891, 5.955, -20.491)  0.187
H (-23.897, 6.715, -18.329)  0.070
H (-25.351, 7.541, -18.912)  0.105
H (-26.483, 6.749, -20.291)  0.118
H (-26.189, 5.296, -21.196)  0.135
C (-18.430, 2.599, -19.138)  -0.700
O (-19.629, 2.266, -19.240)  -0.056
N (-18.028, 3.773, -18.621)  0.168
N (-17.411, 1.875, -19.468)  0.179
H (-17.061, 4.039, -18.501)  0.091
H (-18.720, 4.508, -18.586)  0.065
H (-16.465, 2.228, -19.489)  0.117
H (-17.635, 1.029, -19.971)  0.132
C (-21.214, 3.986, -16.556)  -0.720
O (-21.654, 3.278, -17.435)  -0.025
N (-21.365, 5.280, -16.406)  0.186
N (-20.434, 3.647, -15.555)  0.195
H (-20.755, 5.796, -15.788)  0.100
H (-22.089, 5.727, -16.951)  0.089
H (-20.112, 2.691, -15.579)  0.134
H (-20.039, 4.378, -14.980)  0.054
C (-20.212, 3.456, -23.152)  -0.790
O (-20.503, 2.842, -22.149)  -0.059
N (-19.895, 4.683, -23.177)  0.179
N (-20.579, 3.087, -24.354)  0.170
H (-19.410, 5.017, -23.998)  0.119
H (-19.835, 5.101, -22.260)  0.049
H (-20.643, 3.795, -25.071)  0.118
H (-21.074, 2.207, -24.318)  0.126

Properties
* charge: +2
* multiplicity: 1

***

ORCA calculation (ωB97M-V/def2-TZVPD) on a cluster of 9 separate species, C28H77ClN6O12 in total.

Last column: Löwdin charge in e.
Atoms and positions in Å:
C (6.031, -3.820, -6.377)  -0.133
C (4.845, -3.229, -5.660)  -0.705
C (5.145, -2.626, -4.258)  -0.129
O (4.323, -2.159, -6.352)  -0.379
H (5.734, -4.487, -7.187)  0.042
H (6.686, -4.520, -5.859)  0.036
H (6.647, -3.076, -6.883)  0.056
H (4.082, -3.988, -5.491)  0.085
H (4.214, -2.416, -3.732)  0.050
H (5.657, -1.667, -4.171)  0.049
H (5.681, -3.322, -3.612)  0.029
Cl (-1.382, 0.049, 0.939)  0.601
O (-1.982, -0.472, -0.218)  -0.382
O (-1.186, 1.488, 0.573)  -0.436
O (-2.289, -0.135, 1.991)  -0.383
O (-0.069, -0.535, 1.276)  -0.400
C (-1.912, -7.124, 3.306)  -0.180
O (-2.153, -5.947, 4.046)  -0.119
H (-2.857, -7.471, 2.888)  0.069
H (-1.214, -6.944, 2.488)  0.077
H (-1.465, -7.955, 3.852)  0.073
H (-2.393, -5.241, 3.441)  0.081
C (1.399, 7.306, 6.512)  -0.062
C (0.939, 5.907, 6.013)  -0.449
C (-0.562, 5.852, 6.159)  -0.233
O (-0.921, 6.323, 7.424)  -0.163
C (-2.223, 6.743, 7.363)  -0.166
N (1.414, 5.764, 4.678)  0.042
H (1.166, 7.562, 7.545)  0.069
H (0.877, 8.020, 5.876)  0.077
H (2.487, 7.380, 6.499)  0.074
H (1.398, 5.244, 6.746)  0.140
H (-1.024, 4.876, 6.017)  0.135
H (-0.959, 6.474, 5.356)  0.118
H (-2.416, 7.580, 6.693)  0.089
H (-2.572, 7.216, 8.281)  0.082
H (-3.000, 5.993, 7.219)  0.091
H (1.171, 4.936, 4.153)  0.085
H (0.967, 6.471, 4.112)  0.071
C (-1.110, -2.357, 9.028)  -0.087
C (-0.126, -3.529, 9.093)  -0.495
C (-0.906, -4.802, 9.422)  -0.183
O (-0.013, -5.908, 9.127)  -0.198
C (-0.648, -7.205, 9.280)  -0.098
N (0.529, -3.588, 7.874)  0.054
H (-1.787, -2.373, 9.881)  0.067
H (-1.828, -2.270, 8.212)  0.086
H (-0.524, -1.442, 9.112)  0.078
H (0.566, -3.202, 9.870)  0.140
H (-1.750, -4.958, 8.750)  0.122
H (-1.320, -4.792, 10.431)  0.118
H (-1.483, -7.278, 8.583)  0.073
H (-1.298, -7.244, 10.154)  0.071
H (0.084, -8.001, 9.143)  0.088
H (-0.143, -3.848, 7.166)  0.093
H (0.630, -2.584, 7.832)  0.073
C (-9.468, 0.326, -2.355)  -0.057
C (-8.384, 0.920, -3.339)  -0.399
C (-8.711, 0.976, -4.876)  -0.164
O (-7.463, 0.962, -5.634)  -0.202
C (-7.754, 0.848, -7.039)  -0.110
N (-7.769, 2.154, -2.849)  0.011
H (-10.402, 0.865, -2.517)  0.060
H (-9.272, 0.273, -1.284)  0.071
H (-9.826, -0.662, -2.644)  0.061
H (-7.513, 0.284, -3.177)  0.124
H (-9.383, 1.776, -5.188)  0.117
H (-9.170, 0.024, -5.142)  0.110
H (-8.597, 1.484, -7.310)  0.077
H (-7.876, -0.224, -7.197)  0.085
H (-6.998, 1.172, -7.754)  0.081
H (-6.930, 2.305, -3.391)  0.067
H (-7.418, 1.990, -1.916)  0.069
C (3.345, 5.384, -3.349)  -0.087
C (2.469, 4.649, -4.388)  -0.402
C (1.226, 5.467, -4.773)  -0.235
O (0.469, 4.760, -5.735)  -0.171
C (-0.945, 5.246, -5.772)  -0.075
N (3.326, 4.304, -5.557)  0.037
H (4.075, 4.619, -3.084)  0.075
H (2.796, 5.639, -2.443)  0.068
H (3.821, 6.327, -3.619)  0.069
H (2.246, 3.694, -3.912)  0.144
H (1.516, 6.437, -5.177)  0.120
H (0.695, 5.640, -3.836)  0.117
H (-1.393, 4.755, -6.636)  0.076
H (-1.163, 6.284, -6.027)  0.067
H (-1.482, 5.029, -4.849)  0.081
H (4.031, 5.026, -5.614)  0.048
H (3.975, 3.612, -5.211)  0.065
C (6.847, -0.633, 3.062)  -0.089
C (6.839, -1.159, 4.468)  -0.414
C (6.598, -0.104, 5.526)  -0.213
O (6.050, -0.729, 6.712)  -0.209
C (5.792, 0.336, 7.710)  -0.082
N (5.677, -2.137, 4.463)  0.032
H (7.266, -1.339, 2.345)  0.083
H (7.535, 0.212, 3.062)  0.070
H (5.865, -0.275, 2.752)  0.090
H (7.789, -1.642, 4.699)  0.133
H (5.716, 0.505, 5.327)  0.125
H (7.505, 0.477, 5.696)  0.121
H (6.607, 1.060, 7.713)  0.073
H (5.639, -0.212, 8.639)  0.081
H (4.893, 0.917, 7.507)  0.077
H (4.905, -1.513, 4.275)  0.062
H (5.652, -2.688, 3.617)  0.061
C (-2.615, -3.564, -7.812)  -0.091
C (-1.308, -2.951, -8.392)  -0.376
C (-1.270, -2.998, -9.984)  -0.222
O (0.025, -2.698, -10.390)  -0.190
C (0.521, -3.401, -11.570)  -0.078
N (-1.341, -1.542, -7.977)  0.028
H (-3.543, -3.119, -8.170)  0.071
H (-2.569, -3.572, -6.723)  0.076
H (-2.604, -4.606, -8.132)  0.059
H (-0.515, -3.573, -7.977)  0.147
H (-1.973, -2.432, -10.595)  0.123
H (-1.429, -4.075, -10.026)  0.101
H (-0.165, -3.089, -12.358)  0.074
H (0.477, -4.489, -11.524)  0.073
H (1.569, -3.202, -11.794)  0.085
H (-1.467, -1.730, -6.992)  0.058
H (-2.199, -1.042, -8.163)  0.062

Properties
* charge: -2
* multiplicity: 1

***

Result set for highest occupied orbital energy: -12.717; -0.375 eV, one per record in the order listed.
Result set for LUMO: -11.16; 3.24 eV, one per record in the order listed.